[1]
ORCA calculation (ωB97M-V with the def2-TZVPD basis set) on a gas-phase ion, C5H8NO (charge +1).

Results
energy relative to the best compared isomer or geometry (same formula, charge and spin)	52.5	kcal/mol
DFT total energy	-324.955240	Eh
net charge	+1
frontier orbital gap	8.1904	eV

Element x y z (Å)
N (0.024, 1.884, 1.178)
C (-0.014, 0.961, 0.051)
C (0.092, -0.338, 0.391)
C (0.087, -1.449, -0.475)
C (-0.129, -1.519, -1.824)
C (-0.242, -2.790, -2.436)
O (-0.280, -2.938, -3.650)
H (-0.908, 2.058, 1.628)
H (0.630, 2.867, 0.988)
H (0.589, 1.308, 1.862)
H (-0.323, 1.247, -0.884)
H (0.419, -0.755, 1.395)
H (0.439, -2.377, 0.057)
H (-0.281, -0.643, -2.417)
H (-0.264, -3.614, -1.718)

***

[2]
ORCA calculation (ωB97M-V with the def2-TZVPD basis set) on a gas-phase ion, C5H8NO (charge +1).

Results
energy relative to the best compared isomer or geometry (same formula, charge and spin)	58.8	kcal/mol
DFT total energy	-324.945329	Eh
net charge	+1
frontier orbital gap	10.0161	eV

Element x y z (Å)
C (-1.862, 1.088, -0.428)
N (-0.760, 0.493, -0.284)
C (0.577, 1.004, 0.051)
C (1.542, -0.135, 0.446)
C (0.683, -1.397, 0.313)
O (-0.449, -1.351, 1.140)
C (-0.669, -0.979, -0.191)
H (-2.779, 0.675, -0.837)
H (-1.663, 2.055, -0.669)
H (0.358, 1.658, 0.913)
H (0.968, 1.211, -1.005)
H (2.367, -0.232, -0.216)
H (1.769, -0.048, 1.486)
H (1.195, -2.306, -0.047)
H (-1.276, -1.737, -0.670)

***

[3]
ORCA calculation (ωB97M-V with the def2-TZVPD basis set) on 2 unconnected molecules or ions with the total composition C5H8NO.

Results
energy relative to the best compared isomer or geometry (same formula, charge and spin)	93.4	kcal/mol
DFT total energy	-324.890106	Eh
net charge	+1
frontier orbital gap (spin up / spin down)	7.5069 / 7.5083	eV

Element x y z (Å)
C (-2.871, 0.069, -1.148)
C (-0.580, 0.149, -1.590)
C (1.976, 0.298, -0.050)
C (-0.089, -0.742, 0.737)
C (0.765, 0.337, 0.719)
N (-1.677, -0.336, -1.360)
O (0.429, 0.291, -2.172)
H (-3.296, 1.000, -1.025)
H (2.464, -0.740, -0.301)
H (2.781, 0.937, 0.521)
H (1.890, 0.609, -1.051)
H (-0.893, -0.902, 1.407)
H (0.074, -1.743, 0.293)
H (0.737, 1.158, 1.308)
H (-3.753, -0.735, -1.054)

***

[4]
ORCA calculation (ωB97M-V with the def2-TZVPD basis set) on 2 unconnected molecules or ions with the total composition C5H8NO.

Results
energy relative to the best compared isomer or geometry (same formula, charge and spin)	197.1	kcal/mol
DFT total energy	-324.724914	Eh
net charge	+1
frontier orbital gap (spin up / spin down)	7.0918 / 7.0984	eV

Element x y z (Å)
C (-1.455, 0.126, -0.518)
C (-2.662, 0.032, -0.814)
C (0.430, 0.463, 0.291)
C (0.569, 1.870, -0.073)
C (1.033, -1.860, 0.577)
N (1.286, -0.436, 0.374)
O (2.487, -0.066, 0.478)
H (-3.499, -0.527, -0.317)
H (-3.111, 0.460, -1.656)
H (1.222, 2.332, 0.834)
H (-0.364, 2.421, -0.256)
H (1.271, 1.814, -0.894)
H (0.493, -2.329, -0.298)
H (0.361, -1.940, 1.438)
H (1.939, -2.360, 0.834)

***

[5]
ORCA calculation (ωB97M-V with the def2-TZVPD basis set) on 2 unconnected molecules or ions with the total composition C5H8NO.

Results
energy relative to the best compared isomer or geometry (same formula, charge and spin)	89.3	kcal/mol
DFT total energy	-324.896730	Eh
net charge	+1
frontier orbital gap	9.2339	eV

Element x y z (Å)
C (-2.342, -0.072, 0.149)
C (0.690, -1.847, 0.330)
C (-1.505, -0.313, -0.795)
C (1.446, 0.313, -0.221)
C (1.057, 1.683, 0.158)
N (0.484, -0.671, -0.062)
O (2.458, -0.096, -0.704)
H (-3.355, 0.072, 0.074)
H (-2.147, -0.173, 1.251)
H (1.654, -2.196, 0.407)
H (-0.103, -2.555, 0.394)
H (-1.062, -0.053, -1.686)
H (-0.027, 1.684, 0.019)
H (1.235, 1.795, 1.224)
H (1.517, 2.430, -0.539)

***

[6]
ORCA calculation (ωB97M-V with the def2-TZVPD basis set) on a molecular structure, C5H8NO.

Results
energy relative to the best compared isomer or geometry (same formula, charge and spin)	45.0	kcal/mol
DFT total energy	-324.967293	Eh
net charge	+1
frontier orbital gap	11.0319	eV

Element x y z (Å)
C (-0.980, 0.532, 0.901)
C (-1.082, 0.994, -0.329)
C (0.185, -0.367, 1.370)
C (0.027, 0.615, -1.201)
C (1.084, -0.506, 0.102)
N (0.176, -0.919, -1.064)
O (1.303, 0.730, -0.527)
H (-1.583, 0.867, 1.715)
H (-1.750, 1.733, -0.701)
H (0.577, 0.256, 2.167)
H (0.008, -1.323, 1.806)
H (0.056, 1.058, -2.281)
H (1.995, -0.935, 0.430)
H (-0.679, -1.168, -0.665)
H (0.664, -1.567, -1.721)

***

[7]
ORCA calculation (ωB97M-V with the def2-TZVPD basis set) on a molecular structure, C5H8NO.

Results
energy relative to the best compared isomer or geometry (same formula, charge and spin)	139.1	kcal/mol
DFT total energy	-324.817247	Eh
net charge	+1
frontier orbital gap	10.0469	eV

Element x y z (Å)
C (-1.819, -0.133, -1.470)
C (0.488, 1.641, -0.949)
C (-0.733, -0.639, -1.641)
C (0.125, 0.595, -0.274)
C (0.881, -1.262, 1.165)
N (0.283, -0.040, 0.849)
O (-0.566, 0.446, 1.817)
H (-2.825, 0.267, -1.368)
H (-0.167, 1.180, 2.380)
H (1.244, 2.213, -0.613)
H (-0.163, 1.888, -1.783)
H (0.061, -1.290, -1.945)
H (1.549, -1.599, 0.404)
H (0.230, -2.153, 1.364)
H (1.410, -1.113, 2.064)

***

[8]
ORCA calculation (ωB97M-V with the def2-TZVPD basis set) on 2 unconnected molecules or ions with the total composition C5H8NO.

Results
energy relative to the best compared isomer or geometry (same formula, charge and spin)	152.1	kcal/mol
DFT total energy	-324.796616	Eh
net charge	+1
frontier orbital gap	5.9497	eV

Element x y z (Å)
C (-2.044, -1.065, -1.756)
C (-1.854, -0.498, -0.664)
C (-1.974, 1.411, 1.028)
C (3.283, -0.626, -0.286)
C (-1.450, 0.195, 0.445)
N (1.866, -0.644, -0.284)
O (1.129, -0.002, 0.440)
H (-2.238, -1.586, -2.682)
H (-3.021, 1.190, 1.381)
H (-1.236, 1.785, 1.820)
H (-2.133, 2.284, 0.376)
H (3.730, -0.960, 0.642)
H (3.408, 0.387, -0.657)
H (3.500, -1.390, -0.975)
H (-0.967, -0.482, 1.171)

***

Q: Which value of DFT total energy does entry 3 give?
A: -324.890106 Eh

***

Q: energy relative to the best compared isomer or geometry (same formula, charge and spin) of number 2 (C5H8NO)?
A: 58.8 kcal/mol

***

Q: Which of these has the lowest DFT total energy?
A: number 6